#P
# C34H24I2N5O7V

A molecular structure, C34H24I2N5O7V (the ωB97M-V functional and the def2-TZVPD basis, the Open Molecules 2025 dataset).

Properties
LUMO level (alpha / beta): -1.1 / -1.1 eV
HOMO level (alpha / beta): -8.0 / -8.1 eV

```
! wB97M-V def2-TZVPD RIJCOSX def2/J DEFGRID3
* xyz 0 3
V -0.6544 0.2909 0.0294
N -0.3104 -1.5694 -0.9080
C -0.2363 -1.7898 -2.3363
C -0.0438 -3.0995 -2.7631
C 0.0200 -3.4159 -4.1065
C -0.1322 -2.3977 -5.0365
C -0.3230 -1.0966 -4.6101
C -0.3543 -0.7453 -3.2525
C -0.6035 0.6857 -2.9052
C -0.1843 1.6614 -3.8202
C -0.6065 2.9726 -3.7077
C -1.4748 3.3315 -2.6861
C -1.7992 2.3979 -1.7109
C -1.3319 1.0764 -1.7671
H 0.5037 -2.0115 -0.4874
H -1.1304 -2.0673 -0.5196
H 0.0623 -3.8762 -2.0122
H 0.1707 -4.4394 -4.4228
H -0.1167 -2.6173 -6.0964
H -0.4829 -0.3269 -5.3518
H 0.4783 1.3875 -4.6322
H -0.2732 3.7108 -4.4267
H -1.8562 4.3442 -2.6222
H -2.3971 2.7145 -0.8665
I -1.2476 0.7406 4.1112
C -1.8925 -1.1699 3.5544
C -2.2248 -2.1001 4.5472
C -2.6675 -3.3480 4.2212
I -3.1775 -4.6573 5.7842
C -2.7633 -3.7424 2.8667
C -3.1763 -5.0165 2.4217
C -3.1785 -5.3030 1.0871
C -2.7453 -4.3242 0.1809
N -2.3721 -3.1224 0.5478
C -2.4007 -2.8028 1.8643
C -2.0070 -1.4534 2.2049
O -1.8103 -0.5963 1.2485
H -2.1392 -1.8103 5.5856
H -3.4838 -5.7583 3.1465
H -3.4925 -6.2716 0.7223
H -2.7019 -4.5399 -0.8819
O -0.8414 2.2294 0.9766
C 0.2888 2.5181 0.5197
O 0.9649 1.6287 -0.0866
C 0.8231 3.9023 0.6503
C 0.0954 4.8296 1.3839
C 0.5756 6.1215 1.4883
C 1.7506 6.5163 0.8784
C 2.4434 5.5715 0.1490
C 2.0012 4.2689 0.0241
N 3.6917 5.9711 -0.5180
O 4.0902 7.1011 -0.3315
O 4.2501 5.1372 -1.1998
N -0.1846 7.1104 2.2670
O -1.2276 6.7465 2.7661
O 0.2853 8.2252 2.3620
H -0.8324 4.5439 1.8591
H 2.1138 7.5287 0.9677
H 2.5587 3.5520 -0.5620
N 1.1232 -0.5246 1.5685
C 1.9183 -1.6496 1.2383
C 2.7628 -1.6077 0.1310
C 3.4695 -2.7400 -0.2463
C 3.3381 -3.9220 0.4712
C 2.4967 -3.9610 1.5743
C 1.7882 -2.8317 1.9596
H 0.8268 -0.5315 2.5387
H 1.6116 0.3460 1.3859
H 2.8537 -0.6846 -0.4322
H 4.1211 -2.6956 -1.1093
H 3.8884 -4.8043 0.1731
H 2.3889 -4.8758 2.1427
H 1.1230 -2.8648 2.8159
*
```

Atomic partial charges in e from the Mulliken method, atoms 1 to 2:
1 V 0.59
2 N 0.74

***

#Q
# C34H24I2N5O7V

A molecular structure, C34H24I2N5O7V (the ωB97M-V functional and the def2-TZVPD basis, the Open Molecules 2025 dataset).

Properties
LUMO level (alpha / beta): -0.8 / -0.8 eV
HOMO level (alpha / beta): -7.9 / -8.3 eV

```
! wB97M-V def2-TZVPD RIJCOSX def2/J DEFGRID3
* xyz 0 3
V 0.0415 -0.1901 0.0822
N 1.8709 0.6113 0.8301
C 2.0316 0.8366 2.2494
C 3.2323 0.4825 2.8447
C 3.4124 0.6161 4.2119
C 2.3731 1.1120 4.9824
C 1.1780 1.4746 4.3772
C 0.9713 1.3598 2.9999
C -0.3701 1.7235 2.4350
C -1.0399 2.8161 3.0027
C -2.3401 3.1236 2.6420
C -3.0045 2.3109 1.7317
C -2.3294 1.2511 1.1391
C -0.9903 0.9482 1.4344
H 2.6928 0.1426 0.4597
H 1.8178 1.5075 0.3242
H 4.0334 0.0896 2.2265
H 4.3537 0.3332 4.6662
H 2.4858 1.2063 6.0552
H 0.3595 1.8283 4.9911
H -0.5267 3.4418 3.7254
H -2.8330 3.9869 3.0732
H -4.0335 2.5192 1.4586
H -2.8585 0.6480 0.4064
I -3.3359 -2.7678 -2.6628
C -2.4458 -3.2840 -0.8571
C -2.7252 -4.5192 -0.2320
C -2.1710 -4.8364 0.9736
I -2.6743 -6.6648 1.8535
C -1.2684 -3.9479 1.6124
C -0.6645 -4.1368 2.8756
C 0.1943 -3.1938 3.3552
C 0.5017 -2.0648 2.5810
N -0.0393 -1.8387 1.4047
C -0.9519 -2.7543 0.9400
C -1.5914 -2.3789 -0.2805
O -1.2872 -1.1906 -0.7626
H -3.3963 -5.2155 -0.7157
H -0.8983 -5.0186 3.4578
H 0.6537 -3.3038 4.3277
H 1.2087 -1.3338 2.9474
O 1.4489 2.7788 -1.2574
C 0.3609 2.3009 -1.5286
O -0.0787 1.1795 -1.0540
C -0.5982 3.0104 -2.4285
C -0.1238 3.8121 -3.4499
C -1.0348 4.4213 -4.2893
C -2.3972 4.2838 -4.1351
C -2.8322 3.4909 -3.0938
C -1.9637 2.8388 -2.2444
N -4.2912 3.3297 -2.8878
O -5.0289 3.8788 -3.6786
O -4.6495 2.6934 -1.9217
N -0.5294 5.2531 -5.4070
O 0.6658 5.2445 -5.6106
O -1.3445 5.8685 -6.0589
H 0.9375 3.9646 -3.5910
H -3.0904 4.7748 -4.8009
H -2.3424 2.2144 -1.4461
N 1.3423 -1.0260 -1.9059
C 2.1490 -2.1875 -1.7975
C 1.5517 -3.4269 -1.5831
C 2.3387 -4.5560 -1.4179
C 3.7251 -4.4649 -1.4655
C 4.3165 -3.2280 -1.6804
C 3.5347 -2.0921 -1.8466
H 1.7963 -0.2490 -2.3657
H 0.4343 -1.2001 -2.3216
H 0.4693 -3.5007 -1.5453
H 1.8628 -5.5164 -1.2596
H 4.3364 -5.3494 -1.3429
H 5.3954 -3.1433 -1.7291
H 4.0021 -1.1279 -2.0226
*
```

Atomic partial charges in e from the Mulliken method, atoms 1 to 2:
1 V 0.39
2 N -0.19

***

Which structure is the most stable? The one labeled #Q.